(1)
Here is a structure of composition C26H35Cl2Cu2NO3 from the Open Molecules 2025 dataset. Energies are from the ωB97M-V functional and the def2-TZVPD basis.

The frontier orbital gap (alpha / beta) comes out at 0.2250 / 0.2196 Ha. The expectation value of S² is 0.766. As for the multiplicity: 2. The total charge is +1. Its largest force on an atom is 0.069 hartree/bohr.

Last column: natural (NBO) charge in e.
Cartesian coordinates (Å):
Cu: -10.27167 29.95147 -10.78411  0.29
Cu: -9.00966 27.52653 -10.85484  0.53
C: -13.07159 35.56159 -13.92991  -0.60
C: -12.66438 34.49553 -15.04536  -0.41
C: -11.48034 33.58731 -14.66386  -0.44
C: -10.84698 32.81487 -15.82164  -0.18
N: -9.56876 32.00689 -15.48728  -0.21
C: -8.44532 32.95124 -14.88523  -0.21
C: -7.14076 32.26641 -15.25362  -0.45
C: -7.36086 31.27710 -16.42152  -0.44
C: -8.83681 31.48102 -16.75420  -0.21
C: -9.92518 30.89511 -14.43652  -0.41
H: -13.73168 36.32460 -14.34245  0.23
H: -12.16026 36.11401 -13.70098  0.20
H: -13.41381 35.09129 -13.00806  0.21
H: -12.59825 35.07428 -15.96664  0.22
H: -13.62768 34.00183 -15.17340  0.22
H: -11.75427 32.98199 -13.79978  0.22
H: -10.68010 34.20185 -14.25148  0.21
H: -10.38726 33.49277 -16.54080  0.21
H: -11.48709 32.10177 -16.34110  0.22
H: -8.51013 33.01708 -13.79914  0.24
H: -8.61925 33.87224 -15.44166  0.22
H: -6.71300 31.66942 -14.44818  0.24
H: -6.38010 33.01223 -15.48438  0.25
H: -7.08411 30.24578 -16.20263  0.24
H: -6.74200 31.54221 -17.27873  0.25
H: -9.37571 30.59471 -17.08905  0.23
H: -8.96780 32.17751 -17.58236  0.23
H: -10.54995 30.17911 -14.97049  0.23
H: -10.46214 31.35183 -13.60516  0.22
H: -9.03706 30.35522 -14.10812  0.25
C: -6.76269 30.58587 -11.64195  -0.24
O: -7.56481 29.55726 -11.16245  -0.96
H: -7.20518 31.48322 -12.07449  0.11
H: -6.16362 30.94813 -10.80650  0.16
H: -6.08810 30.24645 -12.42796  0.12
Cl: -7.83711 27.41635 -15.79346  -0.08
C: -7.59283 27.20652 -14.05288  -0.40
C: -6.10263 27.08363 -13.84663  -0.40
Cl: -5.35712 25.77790 -14.79555  -0.03
H: -8.23659 26.37269 -13.77286  0.22
H: -7.92369 28.12724 -13.57235  0.23
H: -6.15040 26.69722 -12.82854  0.23
H: -5.57248 28.03162 -13.93801  0.22
C: -3.50236 30.84236 -14.20302  -0.18
C: -3.83257 30.21069 -15.43081  -0.22
C: -3.68475 31.00044 -16.52664  -0.12
C: -3.24765 32.27511 -16.51523  -0.15
C: -2.89238 32.87048 -15.27607  -0.12
C: -3.11496 32.15486 -14.08223  -0.19
C: -2.28709 34.21887 -15.25133  0.59
O: -2.00546 34.80279 -14.19415  -0.53
C: -2.29912 35.06117 -16.49473  -0.06
C: -1.98799 36.41201 -16.49419  -0.19
C: -2.05463 37.20014 -17.66437  -0.18
C: -2.25777 36.64345 -18.88283  -0.20
C: -2.64797 35.29649 -18.91044  -0.14
C: -2.67862 34.48840 -17.75412  -0.16
C: -3.09986 33.01483 -17.84008  0.55
O: -3.41331 32.45606 -18.92174  -0.53
H: -3.62678 30.24441 -13.31231  0.21
H: -4.12657 29.17711 -15.32278  0.23
H: -3.97473 30.56891 -17.47326  0.23
H: -2.62256 32.53829 -13.20080  0.25
H: -1.79998 36.90649 -15.55262  0.24
H: -1.88193 38.26300 -17.58136  0.22
H: -2.16744 37.12677 -19.84441  0.23
H: -2.89421 34.81610 -19.84585  0.23

Atomic forces in eV per Å
1.2725 -0.8399 -0.0832
0.2922 1.6822 -0.1892
1.8895 -0.5244 -0.8675
-1.7172 1.1545 0.9388
0.2292 0.4469 0.0571
1.2211 -0.5570 -0.3197
0.7936 0.0511 1.9229
-0.6709 -1.4176 -0.8208
1.0521 -0.5608 0.0006
-0.4351 0.7202 -0.1971
-1.0183 -0.8314 0.0625
0.4129 0.4272 -1.7145
-0.3960 -0.4497 0.1589
0.0919 0.1155 0.3323
-0.2932 0.1196 -0.1862
0.8355 -0.1959 -0.1322
0.3306 -0.9581 -0.2128
-0.3005 -0.3884 -0.2825
0.0240 0.4039 -0.0603
-0.7616 0.3494 -0.2148
-0.2186 0.1717 0.0723
-0.5454 0.3517 -0.2063
0.2780 0.2040 0.4543
-0.2431 0.3192 0.4035
-0.0502 0.0284 -0.0882
-0.3221 0.0737 0.3664
-0.1728 0.1116 -0.0817
0.1048 -0.2172 0.2289
-0.0854 0.5177 0.4350
-0.1629 0.0807 0.1403
0.2309 -0.0065 -0.1977
0.1515 0.3649 0.0281
0.2871 -0.5276 0.4408
-1.9152 -0.5751 -0.0739
-0.8448 0.2478 -0.0409
0.3824 0.2303 0.0340
0.4164 -0.2711 -0.2581
-0.7827 0.4487 -0.9165
0.1326 0.8140 -1.1942
-0.9536 -1.2818 1.4439
0.0786 0.3008 0.0024
0.5176 -0.1530 0.2304
-0.0486 -0.0799 0.2553
1.1317 0.4030 0.3645
-0.0851 -0.2702 -0.0431
-1.0504 -1.1747 0.1210
0.7132 1.3557 3.0214
-1.3873 -2.3873 -2.0256
1.1805 2.4142 0.4266
-0.2914 -0.6439 -0.6073
1.7229 0.2744 -1.4764
-0.5616 2.7993 1.6682
-0.0675 -1.5766 -1.2893
-0.0978 -1.0238 -1.8073
-0.6382 0.5013 -0.0465
0.7808 0.3398 1.5349
-0.8253 -1.9226 -0.7934
0.2618 -0.9437 0.5308
0.1477 -0.0311 0.0302
-0.9115 -0.3007 -1.9144
0.9670 1.6302 2.9753
0.2005 -0.0167 0.2640
-0.0900 -0.0560 -0.8664
0.1934 0.1034 -0.3960
-0.6256 0.1758 0.3856
0.1834 -0.0839 0.0830
0.1817 0.0700 0.0908
-0.1045 0.4952 0.2098
-0.0154 -0.0313 -0.1105

***

(2)
Here is a cluster of 3 separate species, C36H67BrFN6O4P2 in total from the Open Molecules 2025 dataset. Energies are from the ωB97M-V functional and the def2-TZVPD basis.

The frontier orbital gap comes out at 0.2428 Ha. The total charge is +1. Its largest force on an atom is 0.190 hartree/bohr.

Last column: Mulliken charge in e.
Cartesian coordinates (Å):
C: -5.44386 4.63745 -3.24320  -0.75
C: -5.75920 3.72610 -2.07056  -0.43
C: -5.40147 2.12690 -2.04756  -0.65
C: -4.53476 1.64103 -0.72102  1.77
C: -5.39829 2.13826 0.59242  -1.34
C: -6.99126 1.76142 0.55847  0.01
N: -7.78064 2.27160 1.58451  -0.66
C: -4.34852 0.02168 -0.85536  -1.19
Br: -4.83313 -1.03330 0.78597  -0.07
N: -2.98129 -0.45145 -1.27746  1.17
C: -2.75974 -0.42874 -2.76686  0.17
C: -2.93978 -2.01028 -3.28146  0.41
O: -3.14909 -2.99389 -2.40305  -0.38
F: -2.93074 -2.39626 -4.73637  -0.31
C: -1.85406 0.15731 -0.48355  -2.41
N: -0.67046 -0.55847 -0.26129  1.28
C: 0.51789 0.02950 0.52801  -0.74
C: 1.59413 0.82809 -0.43522  0.52
P: 3.42931 0.50472 -0.01961  0.92
O: 3.68173 -0.49528 1.17828  -0.75
O: 4.16797 2.08451 0.27721  -0.40
C: 3.44390 2.81544 1.32866  -0.20
C: 2.90002 4.29547 0.77181  -0.72
O: 4.19099 -0.15940 -1.45427  -0.23
C: 4.71566 0.89759 -2.33253  -0.29
C: 3.58481 1.89505 -2.97583  -0.66
C: -0.47211 -1.96800 -0.78062  0.17
C: -1.02958 -3.34285 -0.00580  -0.50
C: -0.69508 -4.75015 -0.75348  -0.21
N: 0.06290 -5.05022 -2.00107  -0.45
C: 0.58933 -3.87031 -2.74424  -0.30
C: 0.32196 -2.36717 -2.18308  -0.26
N: -2.00460 1.54131 0.10402  1.13
N: -2.32393 1.44723 1.44923  -0.49
C: -3.06039 2.37161 -0.58899  -0.90
P: -2.33280 3.03148 -2.22108  0.32
C: -2.28899 4.96962 -2.02535  -0.91
C: -0.50057 2.55886 -2.47581  -0.03
H: -5.59552 4.30765 -4.36020  0.24
H: -4.95972 5.71496 -3.06927  0.31
H: -6.27770 4.23968 -1.15383  0.28
H: -4.83838 1.90107 -3.07577  0.21
H: -6.43909 1.54654 -2.15799  0.47
H: -4.93503 1.77331 1.62943  0.27
H: -5.34463 3.32964 0.65538  0.61
H: -7.48771 1.04673 -0.25564  0.28
H: -7.13577 2.84284 2.20171  0.28
H: -5.10484 -0.34448 -1.70364  0.60
H: -1.68943 -0.11059 -3.11646  0.01
H: -3.53742 0.18470 -3.38836  0.13
H: 1.11180 -0.91667 0.94939  0.58
H: 0.18738 0.64030 1.46956  0.15
H: 1.36459 1.97884 -0.35619  -0.16
H: 1.41958 0.39425 -1.53353  -0.30
H: 4.22630 3.01460 2.20421  0.37
H: 2.52691 2.24656 1.78455  0.18
H: 3.66925 4.68125 -0.03909  0.23
H: 1.86105 4.20696 0.21263  0.03
H: 2.86311 5.08944 1.64431  0.36
H: 5.58384 1.53700 -1.84794  0.31
H: 5.22408 0.33606 -3.25527  0.27
H: 2.69653 1.31769 -3.52567  0.14
H: 3.11263 2.62520 -2.16029  0.09
H: 4.09894 2.58115 -3.77513  0.43
H: -1.62787 -3.26265 1.02043  0.26
H: -1.13858 -5.71201 -0.19775  0.31
H: 1.20095 -4.00425 -3.74402  0.32
H: 0.73573 -1.46753 -2.84245  0.11
H: -2.05795 0.49878 1.79481  0.04
H: -1.91463 2.21731 2.02200  0.30
H: -3.23605 3.32492 0.10835  0.82
H: -2.79068 5.52741 -2.92491  0.22
H: -2.74708 5.24467 -0.97140  0.26
H: -1.14285 5.29424 -1.96269  0.34
H: -0.28005 1.41022 -2.44418  -0.34
H: -0.20462 2.92599 -3.57071  0.44
H: 0.17628 3.18076 -1.73738  -0.17
C: -2.42627 0.39720 4.76750  -1.13
C: -2.95345 -1.01636 4.57444  0.35
C: -4.45054 -1.15021 4.86317  -0.47
C: -4.87396 -0.83549 6.30104  -0.83
C: -4.19013 -1.67109 7.38705  -0.41
C: -4.48553 -3.15925 7.27764  -1.18
H: -2.52504 0.72707 5.80553  0.42
H: -1.36399 0.44159 4.50539  0.34
H: -2.96214 1.10456 4.12654  0.11
H: -2.37868 -1.71066 5.19694  0.35
H: -2.77277 -1.31482 3.53477  -0.33
H: -4.76708 -2.16746 4.60479  0.37
H: -5.00227 -0.48408 4.18796  0.13
H: -5.95990 -0.97445 6.37961  0.40
H: -4.69254 0.22542 6.51119  0.30
H: -4.53950 -1.31996 8.36563  0.40
H: -3.10811 -1.50831 7.37422  0.23
H: -5.56227 -3.34845 7.33053  0.29
H: -4.00674 -3.69878 8.10140  0.38
H: -4.10572 -3.57896 6.34168  0.27
C: 10.46575 -4.12503 -2.03670  -1.19
C: 9.01215 -4.43905 -2.35577  -0.40
C: 8.28647 -3.29488 -3.06769  -0.73
C: 8.17359 -1.99120 -2.27177  -0.52
C: 7.47984 -2.10778 -0.91148  -0.50
C: 6.02980 -2.55646 -1.01115  -0.81
H: 10.55466 -3.28433 -1.34286  0.28
H: 10.94416 -4.99220 -1.56954  0.38
H: 11.02182 -3.88266 -2.94796  0.29
H: 8.48555 -4.71420 -1.43551  0.24
H: 8.98255 -5.32414 -3.00260  0.37
H: 7.28392 -3.63774 -3.34891  0.30
H: 8.80482 -3.07912 -4.01045  0.40
H: 7.63112 -1.25889 -2.88349  0.18
H: 9.17414 -1.56943 -2.11806  0.35
H: 7.50541 -1.12544 -0.42431  0.31
H: 8.03148 -2.78728 -0.25467  0.35
H: 5.44922 -1.86599 -1.63093  0.02
H: 5.57492 -2.58094 -0.01547  0.35
H: 5.94567 -3.55981 -1.43854  0.36

Atomic forces in eV per Å
-0.4021 -2.2093 2.8468
1.2616 2.4683 -2.9199
-1.3461 0.5305 -1.7751
-0.6656 0.7871 0.3863
-0.3710 0.1748 0.3287
-1.7914 1.6559 3.7515
3.9700 -1.9379 -4.2792
-1.0204 0.1507 -1.2048
0.3809 0.7212 -0.9300
2.3936 3.0065 0.2126
0.1935 -1.7645 -2.2867
-1.4428 -6.5460 3.9120
1.4219 7.0891 -6.6003
0.1504 1.9171 4.3591
0.2204 -0.1010 -0.1624
-1.8770 0.6694 -0.7340
1.9651 -0.9551 0.9049
-1.4946 0.0004 -0.5484
2.9453 -2.4096 2.6250
-1.5404 3.5808 -4.2106
-2.6925 -2.6085 -0.2578
-0.1547 1.9192 1.2703
0.7296 -0.3973 -0.5943
-1.5000 3.7651 2.2727
0.9648 0.8085 -2.4442
-0.3221 0.3192 0.1394
0.3299 -6.2095 -1.9147
2.2310 0.9621 -3.5856
0.3533 1.8190 -0.2411
-0.7519 5.6120 1.6227
-2.4109 1.2197 4.0471
-0.7893 -0.6157 1.2824
-0.7342 -3.0773 -3.0156
0.2479 -0.8191 3.0250
-0.2040 1.0511 0.7092
-0.3864 0.7262 -1.6906
1.3839 0.3759 1.0155
1.2704 0.8463 -0.0106
1.1819 0.2206 2.3918
-2.3030 -2.1778 -0.2459
1.8187 -1.0583 -1.4734
-1.0131 0.5409 2.4440
2.3243 0.8851 0.7119
-0.9633 0.5029 -2.5083
-0.0885 -2.6009 -0.4066
1.1690 1.7267 1.9556
-0.7991 -0.6776 -0.7831
1.8128 0.6238 1.9952
-2.0633 -0.5320 0.9478
1.4466 -0.9312 1.4815
-1.4656 1.9712 -0.9154
0.3695 -1.0193 -2.1050
0.6030 -2.3482 -0.5190
0.5733 1.2623 2.3686
-1.7713 -0.5545 -1.9446
1.8210 0.7274 -0.8882
-1.4993 -0.7784 1.7525
2.0047 0.1753 1.3233
-0.0997 -1.7893 -1.7868
-1.9974 -1.3976 -0.6392
-1.1871 0.9990 2.1600
2.0355 1.0746 1.2565
1.0341 -1.6327 -1.6816
-0.9015 -1.3801 1.5451
1.4323 -0.3600 -2.5772
1.2171 2.3601 -1.5047
-1.4858 0.1600 2.3929
-0.8943 -2.0996 1.5448
-0.3679 1.3424 0.1868
0.0558 -1.0245 -0.7634
0.5184 -2.2018 -1.3470
0.9183 -1.2848 1.9485
0.6580 -0.3411 -2.3475
-2.4284 -0.5899 -0.2197
-0.4556 2.2731 0.1340
-0.8767 -0.7579 2.3234
-1.0395 -1.5576 -1.3868
0.2134 0.0200 0.0409
-0.1242 -0.0094 0.0059
-0.0471 -0.1717 -0.0601
0.0424 0.1607 0.1079
-0.1781 0.0724 0.0297
0.1277 -0.1364 0.1043
0.0171 0.0250 -0.1563
-0.0147 0.0763 0.0865
-0.0808 0.0169 0.0929
-0.0695 0.0409 -0.0545
-0.0208 -0.1028 -0.0094
0.0130 0.0756 0.0318
0.0352 -0.0189 0.0116
0.1322 0.0113 -0.0210
-0.0397 -0.0689 -0.0473
0.0822 0.0249 -0.1414
-0.0143 0.0359 -0.0157
0.1036 -0.0080 -0.0459
-0.1050 -0.0027 -0.1466
-0.0635 -0.0152 0.0695
0.1105 -0.1115 0.1459
-0.0324 -0.0023 -0.1381
-0.1452 -0.0574 -0.0433
0.1874 0.0348 0.1222
-0.0085 0.1194 -0.1211
-0.0657 -0.1871 0.0636
0.0355 -0.0547 -0.0753
0.0154 0.1581 -0.0614
-0.0318 0.0198 0.1011
-0.0145 0.0376 -0.0717
-0.0668 0.0871 0.0837
0.0537 0.0453 0.0165
-0.0260 -0.0353 0.0783
0.0123 -0.0306 0.0345
-0.0772 -0.0426 -0.0551
0.0565 -0.0852 -0.0128
0.0349 0.0353 -0.0569
0.1841 -0.3166 0.1264
-0.0670 0.0429 -0.1681
0.0261 0.0410 0.0225

***

(3)
Here is a structure of composition C21H28N2OPtS from the Open Molecules 2025 dataset. Energies are from the ωB97M-V functional and the def2-TZVPD basis.

The frontier orbital gap (alpha / beta) comes out at 0.3253 / 0.2048 Ha. The expectation value of S² is 6.055. As for the multiplicity: 5. The total charge is +4. Its largest force on an atom is 0.053 hartree/bohr.

Last column: natural (NBO) charge in e.
Cartesian coordinates (Å):
Pt: 1.15299 -1.01707 0.86515  0.66
C: 1.43058 5.06423 1.16739  -0.59
C: 0.41332 4.11235 0.55752  -0.30
C: -0.90989 4.74261 0.22150  -0.64
C: 0.38526 2.76724 1.21927  0.26
C: 1.55395 2.00499 1.31007  -0.02
C: 1.60276 0.79629 2.03590  -0.39
C: 0.40096 0.28752 2.65564  0.05
C: 0.45031 -0.90996 3.55511  -0.70
C: -0.78007 1.04201 2.48867  -0.13
C: -0.78914 2.24033 1.80277  -0.14
H: 1.47390 5.99584 0.60487  0.28
H: 2.43108 4.63891 1.24377  0.22
H: 1.14273 5.31597 2.19671  0.26
H: 0.86152 3.91635 -0.44409  0.33
H: -1.38031 5.17554 1.11534  0.26
H: -1.60518 4.04904 -0.24319  0.23
H: -0.78242 5.60838 -0.43385  0.28
H: 2.46188 2.36095 0.84233  0.26
H: 2.58498 0.45474 2.39248  0.30
H: 0.17075 -1.85617 3.04259  0.27
H: -0.30487 -0.82234 4.34543  0.33
H: 1.43651 -1.03152 4.01333  0.28
H: -1.69146 0.71251 2.97351  0.28
H: -1.71383 2.79711 1.74761  0.29
C: 3.32223 -3.01689 -6.00936  -0.64
C: 3.62866 -4.10401 -5.01437  -0.40
C: 2.69550 -4.17079 -3.79756  -0.24
N: 2.53379 -2.92412 -3.07415  -0.45
C: 2.43859 -2.71411 -1.77460  0.34
S: 1.66014 -1.20577 -1.33599  0.26
N: 2.87456 -3.53921 -0.81654  -0.63
C: 3.80202 -4.66454 -0.82269  0.66
O: 3.54925 -5.60190 -0.14380  -0.38
C: 5.07080 -4.48596 -1.57439  -0.20
C: 5.72020 -3.25817 -1.68246  -0.09
C: 6.97242 -3.20007 -2.29149  0.04
C: 7.63493 -4.33792 -2.73394  -0.15
C: 6.98414 -5.56503 -2.63656  -0.10
C: 5.76531 -5.63965 -1.98118  0.10
H: 4.01531 -3.06828 -6.85071  0.28
H: 3.35267 -2.01624 -5.58173  0.19
H: 2.33862 -3.15536 -6.47438  0.24
H: 4.66710 -3.99433 -4.67404  0.19
H: 3.57715 -5.07755 -5.51279  0.27
H: 3.00421 -4.95901 -3.11175  0.21
H: 1.70413 -4.43994 -4.19310  0.27
H: 2.23551 -2.14792 -3.66316  0.45
H: 2.42644 -3.45242 0.09958  0.45
H: 5.27096 -2.36097 -1.28101  0.24
H: 7.41244 -2.23116 -2.50619  0.27
H: 8.61163 -4.27827 -3.19340  0.29
H: 7.45880 -6.45359 -3.04101  0.30
H: 5.37413 -6.61253 -1.68815  0.28

Atomic forces in eV per Å
-0.1020 -0.4724 -0.9179
0.6694 0.4891 0.9748
-0.5268 -0.9753 -0.3314
-0.5243 0.5011 0.5665
-0.7561 1.7189 -0.6297
1.0781 -0.3910 -0.0812
0.2227 -0.4527 0.3924
0.7514 0.3868 0.3403
0.2032 0.0292 0.0770
-0.6784 0.7032 -0.3423
-0.4515 -0.7387 0.3987
0.0104 -0.1860 -0.1773
0.1224 0.0895 -0.1406
-0.1578 -0.0800 -0.1535
0.3788 -0.3633 -0.1201
-0.0429 -0.1746 -0.0032
-0.0769 -0.0224 -0.0894
0.1575 -0.2322 -0.0774
0.0923 0.0888 -0.0106
-0.2772 0.1510 -0.0864
0.0006 -0.0030 0.0775
-0.0166 -0.0369 -0.0945
-0.1263 -0.0709 -0.1111
-0.0321 -0.0771 -0.0185
-0.0298 0.0963 -0.0168
-0.6744 0.0100 -0.6434
0.6965 -0.0935 0.4151
0.0421 -1.2662 -0.8472
-0.4040 0.9161 0.9277
0.3218 -0.8060 -0.7141
-0.3294 0.9642 0.7109
-0.2064 0.0343 0.5247
-0.1110 -0.0384 -0.0413
0.0712 0.0260 -0.0737
0.4837 1.6233 0.1094
-2.2310 -1.3307 0.7552
1.3181 0.7324 -0.7380
-0.0889 -1.4605 -0.2328
2.0423 0.8094 -0.8446
-1.0114 -0.8113 0.6865
0.1202 0.1725 0.2120
0.1845 0.1908 -0.0390
0.0191 0.0221 0.2080
-0.0628 -0.0425 0.0641
-0.1019 0.0510 0.1987
-0.1329 0.0629 -0.0373
-0.0022 0.1412 0.3177
0.0434 0.0112 -0.0239
0.1688 -0.0713 -0.4139
0.0358 0.0883 -0.0006
0.0368 0.0143 0.1305
0.0485 0.0856 -0.0124
-0.1010 -0.0314 0.0835
-0.0635 0.0189 -0.1069